Record 1
Molecular formula: C4H6N4
Method: DFT, ωB97M-V/def2-TZVPD

The frontier orbital gap is 9.230 eV. The net charge is 0. The value obtained for the relative energy (zero: lowest compared OMol25 entry of this formula, charge and spin) is 713.7 kJ/mol.

Each line ends with the Löwdin charge.
Element x y z (Å)
C -0.633590 -0.297966 0.055943  -0.150
C 0.233408 0.856767 0.419505  -0.313
C 0.154883 1.714206 -0.656833  -0.258
C 1.658749 0.602004 0.285304  -0.227
H -1.658654 -3.108726 1.229470  0.193
H -1.521010 -2.476443 -0.823301  0.182
H -0.575425 -0.501632 -1.018420  0.117
H 0.509593 1.282162 1.615517  0.260
H -0.735746 2.478287 -1.067794  0.191
H 2.232365 -0.317150 0.595543  0.145
N -1.791879 -2.254050 0.360745  -0.138
N -1.358675 -1.073682 0.850324  -0.102
N 1.226020 1.846320 -1.262197  0.036
N 2.259958 1.249902 -0.583807  0.065

Atoms 1-6, force components in eV/Å:
-2.2544 -2.5081 2.3163
0.1382 -1.0827 5.4742
-4.9653 6.3896 -2.6531
2.5013 -5.6665 2.0742
-0.4043 3.3700 -4.0832
-0.6086 0.3772 4.7872



Record 2
Molecular formula: CH3FO2S
Method: DFT, ωB97M-V/def2-TZVPD

The frontier orbital gap is 7.495 eV. The net charge is 0. The value obtained for the relative energy (zero: lowest compared OMol25 entry of this formula, charge and spin) is 308.2 kJ/mol.

Each line ends with the Löwdin charge.
Element x y z (Å)
C 0.117289 -0.042061 0.030263  -0.135
O 4.210487 0.959242 -0.818532  -0.362
O 1.588902 0.173989 0.424033  -0.530
F 3.949217 -1.348719 -0.079358  -0.325
S 3.776731 0.244992 0.302643  1.149
H -0.577779 0.336896 0.807218  0.064
H 0.131348 0.607526 -0.855287  0.060
H -0.194509 -1.136312 -0.079370  0.079

Atoms 1-6, force components in eV/Å:
2.1709 -0.4566 -0.5481
0.5207 0.6438 -0.6740
0.9962 0.1574 1.6029
0.0821 1.7037 0.5474
-4.5510 -2.9345 -0.4111
1.0130 0.2420 -0.0688



Record 3
Molecular formula: C11H8N2O
Method: DFT, ωB97M-V/def2-TZVPD

The frontier orbital gap is 9.291 eV. The net charge is 0. The value obtained for the relative energy (zero: lowest compared OMol25 entry of this formula, charge and spin) is 494.1 kJ/mol.

Each line ends with the Löwdin charge.
Element x y z (Å)
C 3.669290 -0.469483 -0.412539  -0.106
C -2.354794 1.488903 -0.428564  -0.039
C -1.497291 2.577054 -0.444482  -0.054
C -1.843245 0.242566 -0.064884  -0.036
C -0.127463 2.416914 -0.229280  0.010
C -0.528055 -0.010394 0.004383  -0.164
C 0.279804 1.111231 -0.015094  -0.161
C 1.303282 -1.493237 0.419985  0.093
C 0.060259 -1.321185 0.128052  -0.235
C 2.389411 -0.183325 0.271772  -0.334
C -0.998757 -2.484765 0.088263  -0.032
N 4.659045 -0.701311 -0.913811  0.173
N 1.705882 1.113197 0.124086  0.041
O 2.351084 0.705060 1.303011  0.057
H -3.339989 1.606043 -0.193956  0.078
H -1.815681 3.573026 -0.629756  0.096
H -2.420018 -0.574961 0.350236  0.111
H 0.663355 3.132863 -0.008684  0.128
H 1.746442 -2.499026 0.412843  0.117
H -1.613990 -2.491118 1.053949  0.109
H -0.591647 -3.499654 -0.116076  0.086
H -1.696933 -2.238391 -0.699462  0.062

Atoms 1-6, force components in eV/Å:
-2.3683 0.7793 1.2686
2.4529 -0.6878 1.7306
1.0066 0.4579 -0.5524
-1.9386 -0.2304 -0.0511
-0.9142 -1.4193 0.6250
2.1644 1.0814 -0.2526



Record 4
Molecular formula: C25H49Cl4F18N4O13S
Method: DFT, ωB97M-V/def2-TZVPD

The frontier orbital gap is 5.221 eV. The net charge is +3. The value obtained for the relative energy (zero: lowest compared OMol25 entry of this formula, charge and spin) is 616.1 kJ/mol.

Each line ends with the Löwdin charge.
Element x y z (Å)
N -4.001379 1.277158 -1.465243  0.318
H -4.036780 1.903523 -2.262445  0.130
H -4.818244 1.548487 -0.913184  0.168
H -3.068340 1.414255 -1.043362  0.073
H -4.163992 0.296598 -1.710707  0.143
N -1.674688 4.755377 -2.214135  0.341
H -1.681644 4.772539 -1.192617  0.161
H -2.376832 5.416780 -2.573056  0.177
H -1.854296 3.823501 -2.568943  0.111
H -0.875293 5.225228 -2.643422  0.157
N -1.144036 1.758659 -4.884617  0.324
H -1.154766 1.011965 -5.582592  0.161
H -0.559098 2.520227 -5.230512  0.155
H -0.712784 1.397417 -4.006920  0.061
H -2.058558 2.164563 -4.723965  0.135
N 1.811815 5.467462 -0.608058  0.316
H 1.475883 5.925712 -1.449544  0.135
H 2.832736 5.450134 -0.563906  0.162
H 1.482900 4.478437 -0.737405  0.051
H 1.368303 5.868680 0.215985  0.147
C 0.675938 0.424659 0.050762  -0.625
F 1.943824 0.317691 -0.267152  0.154
F 0.156254 -0.782302 -0.150568  0.165
F 0.562561 0.705762 1.336516  0.165
S -0.007741 1.825569 -1.125610  0.589
O -1.419126 1.902934 -0.776443  -0.352
O 0.812123 3.019889 -0.887715  -0.332
O 0.134252 1.262444 -2.479951  -0.341
C -1.570462 -3.787434 -1.033047  -0.066
C -0.440270 -4.835694 -1.032387  -0.180
O -0.936276 -6.091090 -1.467166  0.031
C -1.699131 -6.813761 -0.628814  -0.362
O -2.139041 -6.381349 0.394180  0.177
C -1.963092 -8.215539 -1.172202  -0.547
F -3.245982 -8.291223 -1.540517  0.175
F -1.244652 -8.494031 -2.266159  0.172
F -1.723567 -9.129995 -0.235307  0.193
H -2.416799 -4.009929 -0.386969  0.078
H -1.981317 -3.608444 -2.028822  0.062
H -1.111591 -2.864909 -0.668832  0.048
H 0.037937 -4.830799 -0.051552  0.125
H 0.344150 -4.559044 -1.736170  0.119
C 0.111857 3.606139 2.883242  -0.044
C 1.248554 2.992519 3.714670  -0.143
O 2.283846 2.392269 2.913445  0.013
C 3.139833 3.187580 2.260069  -0.370
O 3.052267 4.375997 2.118821  0.147
C 4.140860 2.386219 1.439703  -0.551
F 3.941751 1.078839 1.465224  0.157
F 4.062190 2.767376 0.146686  0.135
F 5.356243 2.633542 1.915864  0.209
H -0.408269 2.829864 2.320676  0.053
H 0.333911 4.510221 2.314674  0.060
H -0.658729 4.017312 3.541326  0.072
H 0.963895 2.163368 4.356241  0.107
H 1.701395 3.794474 4.298680  0.142
C 1.587192 -0.200112 5.518951  -0.037
C 1.758958 -1.043483 4.264244  -0.180
O 0.623654 -1.931654 4.188447  0.023
C 0.643646 -2.917296 3.321418  -0.386
O 1.626086 -3.254136 2.697936  0.132
C -0.703398 -3.648118 3.182502  -0.544
F -1.278297 -3.086506 2.085600  0.121
F -0.589672 -4.932807 2.932778  0.216
F -1.482029 -3.372722 4.222692  0.185
H 1.695895 -0.801279 6.420877  0.097
H 0.549379 0.128678 5.612136  0.066
H 2.298281 0.615620 5.402176  0.083
H 2.659352 -1.650225 4.329864  0.113
H 1.696593 -0.401529 3.385161  0.105
C 0.577524 -2.208674 -4.915081  -0.027
C -0.581409 -1.822193 -3.986821  -0.183
O -1.795504 -2.121546 -4.674808  0.063
C -2.905558 -1.401329 -4.521073  -0.349
O -3.075962 -0.577156 -3.644776  0.084
C -4.121633 -1.868050 -5.342964  -0.564
F -4.540822 -0.862141 -6.104043  0.179
F -3.802437 -2.874260 -6.165518  0.191
F -5.095296 -2.299723 -4.561356  0.210
H 1.573773 -1.866025 -4.628286  0.055
H 0.485759 -1.655303 -5.853848  0.081
H 0.647282 -3.270292 -5.141219  0.099
H -0.518525 -0.743509 -3.811312  0.072
H -0.499058 -2.231845 -2.980348  0.110
C -2.060209 0.258999 3.350211  -0.047
C -2.394306 0.139149 4.833598  -0.191
O -2.263072 1.348810 5.531320  0.043
C -3.104934 2.346664 5.438599  -0.390
O -4.097301 2.317368 4.752070  0.158
C -2.769233 3.582928 6.270621  -0.550
F -3.908608 4.133743 6.662635  0.195
F -2.098491 3.292786 7.394283  0.178
F -2.047299 4.442590 5.542791  0.159
H -2.111569 -0.704878 2.844968  0.072
H -1.024289 0.596139 3.256681  0.049
H -2.678647 0.994140 2.834056  0.071
H -1.844744 -0.674999 5.301640  0.125
H -3.441273 -0.159426 4.939880  0.138
Cl 4.737703 -1.994556 2.150383  0.609
C 4.640819 -1.868161 0.357561  -0.645
C 3.434517 -2.600993 -0.191602  -0.663
Cl 3.452684 -2.493364 -1.967590  0.591
H 5.540785 -2.287022 -0.092967  0.076
H 4.674576 -0.832114 0.023885  0.050
H 2.523658 -2.095867 0.127238  0.028
H 3.324720 -3.622611 0.165189  0.083
Cl 5.499255 2.224634 -3.294734  0.586
C 3.831510 2.285888 -3.927759  -0.666
C 3.247829 0.876504 -4.060683  -0.683
Cl 4.210414 -0.062646 -5.239258  0.583
H 3.814564 2.836936 -4.866571  0.069
H 3.238649 2.889654 -3.235746  0.038
H 2.199217 0.862555 -4.367910  0.034
H 3.210799 0.288941 -3.142867  0.030

Atoms 1-6, force components in eV/Å:
-0.8719 0.1615 0.0197
-0.1698 -0.5913 -0.5584
0.3336 0.0654 0.6974
0.0399 -0.2157 0.5706
0.3657 -0.0657 -0.6039
-0.6500 1.7175 -0.7335



What is the formula in the second record? CH3FO2S



Which of these has the highest net charge? C25H49Cl4F18N4O13S



relative energy (zero: lowest compared OMol25 entry of this formula, charge and spin) of number 3 (C11H8N2O)? 494.1 kJ/mol



Look up the relative energy (zero: lowest compared OMol25 entry of this formula, charge and spin) of the second one. 308.2 kJ/mol